Here is a cluster of 2 separate species, C18H26FNO2 in total at a distorted geometry from the Open Molecules 2025 dataset. Energies are from ωB97M-V/def2-TZVPD.

Geometry as XYZ:
```
48
Properties=species:S:1:pos:R:3:nbo_charge:R:1
F -1.01862 1.30136 -0.59551 -0.378
O 4.38998 1.37454 3.00093 -0.550
O 2.37777 0.51548 3.28981 -0.508
N -4.03422 1.02747 2.16225 -0.361
C 1.23428 -2.96582 -4.08462 -0.233
C -5.38262 3.00392 1.11981 -0.512
C 3.32376 -2.19234 -0.39145 -0.439
C 0.52856 0.66956 1.64018 -0.446
C 2.61472 -2.49328 -1.69590 0.098
C -3.44608 3.76201 -0.35156 -0.617
C 1.06249 -3.81570 -2.99823 -0.198
C 2.80185 -1.64148 -2.79148 -0.262
C 2.11388 -1.88832 -3.97296 -0.185
C 2.14814 -1.32915 1.67559 -0.434
C -0.80252 -0.05439 1.36624 -0.448
C 3.27310 1.24771 2.61899 0.636
C -4.62017 1.89788 1.70225 0.310
C -4.90721 3.33115 -0.30058 -0.378
C 2.66530 -0.96103 0.28885 -0.407
C -1.26374 0.03670 -0.07689 0.057
C 1.44828 -0.22692 2.46798 0.105
C 1.75044 -3.57925 -1.80627 -0.264
H 4.37546 -2.01225 -0.58333 0.220
H 0.38901 -4.65771 -3.05973 0.212
H 1.42736 -2.13574 1.53604 0.209
H -6.43565 2.72124 1.11557 0.250
H -3.27545 4.63991 0.27520 0.201
H 0.69581 -3.13082 -5.00353 0.214
H 0.98536 1.00890 0.71819 0.217
H -5.27226 3.87541 1.76680 0.245
H -0.77667 -0.71790 -0.69251 0.161
H -5.53542 4.12980 -0.69863 0.209
H -0.68446 -1.11601 1.58761 0.203
H 3.41563 -0.17319 0.33045 0.207
H 1.84659 -0.60586 -0.32784 0.206
H 2.93252 1.81617 1.74774 0.107
H -3.15783 4.01533 -1.37131 0.220
H -5.05359 2.45997 -0.94188 0.208
H 3.19921 -3.06515 0.24296 0.205
H -1.59229 0.28888 2.02164 0.241
H 1.59189 -4.24778 -0.97199 0.209
H 0.80484 -0.72242 3.18913 0.198
H -2.78075 2.96738 -0.01528 0.226
H 2.96158 -1.73710 2.27333 0.227
H -2.33862 -0.13065 -0.12227 0.173
H 2.24150 -1.23009 -4.82125 0.210
H 0.30400 1.54130 2.24932 0.227
H 3.47486 -0.80172 -2.71185 0.212
```

multiplicity = 1
structure (SMILES) = O=CO[C@@H](CCCF)CCCc1ccccc1.CCCC#N
Kohn-Sham gap = 0.3638 hartree
E = -27389.966 eV


Here is a structure of composition C18H26FeO16Rb3 at a distorted geometry from the Open Molecules 2025 dataset. Energies are from ωB97M-V/def2-TZVPD.

Geometry as XYZ:
```
64
Properties=species:S:1:pos:R:3:nbo_charge:R:1
Rb -13.22757 8.11208 7.64552 0.995
Rb -13.32032 6.56332 3.96118 0.996
Rb -6.84207 2.39128 4.58755 0.972
Fe -8.42829 5.37453 3.31936 0.907
O -7.99040 -0.29272 10.99079 -0.684
O -11.97977 0.41536 3.37332 -0.557
O -6.48557 -0.36382 4.97279 -0.776
O -13.59997 -3.84370 8.21653 -0.492
O -13.12592 -1.37687 4.12704 -0.525
O -11.03194 -0.98225 4.79738 -0.501
O -6.11928 -1.27500 7.02101 -0.464
O -9.45687 2.01342 7.83652 -0.451
O -11.33410 6.68854 6.19135 -0.688
O -11.97803 2.91792 8.72489 -0.286
O -13.15882 -1.77697 8.53094 -0.494
O -4.76023 -1.76281 5.48561 -0.447
O -9.73020 0.23228 12.29917 -0.494
O -8.71128 -1.57639 12.70837 -0.480
O -14.20430 -2.40841 6.60246 -0.625
O -8.89550 5.76310 5.23824 -0.849
C -11.71807 4.80234 7.51280 -0.176
C -5.87196 -1.10665 5.72647 1.021
C -14.28138 -4.94586 7.64332 -0.264
C -7.25622 -0.65755 7.61462 -0.253
C -11.24204 3.60132 7.91480 0.277
C -9.47193 5.17016 6.20145 0.379
C -7.86340 -2.69444 12.54631 -0.261
C -9.06321 3.91901 6.69111 -0.373
C -10.91370 5.63179 6.67065 0.435
C -9.88763 3.09535 7.47759 0.470
C -4.20100 -1.63274 4.19130 -0.272
C -10.18092 1.29230 11.49220 -0.254
C -13.73908 -2.63997 7.68076 0.979
C -12.14896 -0.72237 4.09101 0.980
C -12.95526 0.71419 2.41650 -0.272
C -8.71096 -0.52982 11.92606 1.002
C -10.00177 -0.04025 4.97053 -0.257
C -12.89920 -0.50836 7.95178 -0.261
H -8.09352 3.64761 6.30210 0.179
H -7.19468 0.42296 7.45980 0.152
H -12.07676 -0.55026 7.23461 0.168
H -9.73498 0.57123 4.11176 0.161
H -12.63134 1.50421 1.73654 0.176
H -9.66195 2.21385 11.77180 0.175
H -7.06753 -2.61302 13.29563 0.198
H -3.11318 -1.63251 4.18081 0.226
H -10.25028 0.57248 5.84419 0.170
H -13.84173 -5.87546 7.97930 0.209
H -15.35315 -4.94007 7.85275 0.192
H -12.68591 0.18822 8.75735 0.192
H -7.25717 -0.92362 8.66606 0.257
H -4.36953 -0.64008 3.74730 0.169
H -12.63067 5.28420 7.84343 0.204
H -13.18218 -0.09655 1.71547 0.219
H -14.23689 -4.84096 6.55527 0.201
H -7.42780 -2.75826 11.55167 0.198
H -4.62420 -2.32440 3.46706 0.210
H -9.12204 -0.60251 5.26865 0.215
H -8.20157 -0.95307 7.16459 0.184
H -8.38995 -3.59601 12.85218 0.212
H -11.22674 1.49330 11.71350 0.197
H -13.93584 0.97261 2.82425 0.191
H -10.01198 1.04969 10.44234 0.193
H -13.79246 -0.18955 7.40900 0.195
```

multiplicity = 5
Kohn-Sham gap (spin up / spin down) = 0.1633 / 0.1264 hartree
charge = +3
E = -88171.743 eV


Here is the molecule C18H26N2O3 from the Open Molecules 2025 dataset. Energies are from ωB97M-V/def2-TZVPD.

Geometry as XYZ:
```
49
Properties=species:S:1:pos:R:3:nbo_charge:R:1
O -4.47986 -1.83156 0.79539 -0.589
O -0.19809 0.66900 1.81125 -0.672
O -3.16819 -1.74913 -1.01549 -0.526
N -1.34075 -0.26329 0.08486 -0.642
N 0.78961 0.51678 -0.22974 -0.632
C 2.09895 0.94848 0.21989 -0.097
C -3.51193 -1.39615 0.23255 0.801
C -4.80219 2.78194 0.14764 -0.596
C 3.10704 -0.17822 0.14467 0.024
C 4.89424 1.38242 -0.73888 -0.422
C 2.54718 2.17684 -0.57361 -0.391
C -3.32420 0.97366 0.99641 -0.393
C -0.24350 0.33212 0.64568 0.790
C 3.99448 2.50395 -0.23442 -0.393
C -4.08482 1.48617 -0.23149 -0.224
C -4.02526 -2.68860 -1.65190 -0.260
C -2.57243 -0.36793 0.82847 -0.148
C -3.17649 1.73019 -1.43559 -0.609
C 4.89122 -2.31399 0.05404 -0.210
C 4.41268 0.02867 -0.29365 -0.035
C 3.59667 -2.51519 0.50270 -0.218
C 5.28980 -1.04989 -0.33474 -0.197
C 2.71708 -1.45132 0.54761 -0.210
H -2.29417 2.29354 -1.13904 0.206
H -2.86274 0.79328 -1.88860 0.198
H -4.03958 0.83897 1.80912 0.222
H 3.27596 -3.49596 0.82107 0.213
H 4.91535 1.40120 -1.83424 0.209
H 4.09865 2.60289 0.84777 0.202
H -4.84318 0.74426 -0.50786 0.193
H 2.46058 1.96768 -1.64322 0.191
H -4.07805 3.54752 0.41744 0.203
H -3.70868 2.30169 -2.19370 0.209
H 1.96007 1.22507 1.27377 0.248
H -2.30397 -0.70034 1.83989 0.255
H 5.91994 1.53414 -0.39496 0.216
H -5.46405 2.62094 0.99497 0.210
H -5.02518 -2.26702 -1.77112 0.195
H 1.89144 3.01620 -0.33833 0.218
H 4.28809 3.45086 -0.69120 0.211
H 1.71018 -1.60047 0.91062 0.215
H 5.58871 -3.13764 0.01507 0.212
H -5.39688 3.14894 -0.68580 0.206
H -3.58086 -2.89933 -2.62123 0.196
H 0.74659 0.08246 -1.13793 0.387
H -2.58711 1.71346 1.31348 0.226
H 6.30235 -0.88745 -0.67727 0.206
H -1.38783 -0.39786 -0.91040 0.403
H -4.09753 -3.59903 -1.05467 0.199
```

multiplicity = 1
structure (SMILES) = COC(=O)[C@H](CC(C)C)NC(=O)N[C@@H]1CCCc2ccccc21
Kohn-Sham gap = 0.3483 hartree
E = -28212.571 eV
energy above the lowest of the compared OMol25 structures with the same formula, charge and spin = 5.4 kcal/mol


Here is the molecule C18H26N2O5S at a distorted geometry from the Open Molecules 2025 dataset. Energies are from ωB97M-V/def2-TZVPD.

Geometry as XYZ:
```
52
Properties=species:S:1:pos:R:3:nbo_charge:R:1
S -0.38493 -0.96128 1.92532 2.531
O 0.79451 -0.12304 1.31966 -0.676
O -1.56745 -0.22262 1.67657 -0.908
O -1.33008 -3.24256 -0.87780 -0.600
O -0.46284 -1.15870 -0.82741 -0.525
O -0.10998 -1.39011 3.25166 -0.921
N -0.37304 -2.37166 1.00410 -0.901
N -2.20994 2.64692 -1.07762 -0.453
C 2.50241 -1.78242 1.80540 -0.276
C -4.14263 1.15470 -1.23457 -0.402
C 2.04669 -0.68057 1.10306 0.269
C -3.43343 2.22184 -0.41682 -0.215
C -0.39246 4.30238 -1.03473 -0.403
C 4.96759 0.07701 -1.18263 -0.632
C -1.91413 0.38468 -2.01128 -0.231
C 4.10357 -0.56887 -0.14360 0.002
C -1.61517 3.73910 -0.32466 -0.212
C 3.76716 -2.27636 1.52197 -0.185
C -0.79479 -2.33218 -0.31098 0.903
C 2.83773 -0.07549 0.13559 -0.213
C -1.26430 1.53896 -1.22159 -0.055
C -3.22182 -0.04906 -1.34945 -0.399
C 0.63769 3.19507 -1.19373 -0.397
C -0.00936 2.03907 -1.94577 -0.408
C 4.55840 -1.68128 0.55811 -0.216
C -0.97469 -0.82141 -2.12298 -0.072
H 4.46629 0.92910 -1.63257 0.216
H 4.13330 -3.13442 2.06478 0.219
H -1.50990 -1.68738 -2.52528 0.220
H 0.95945 2.85371 -0.20626 0.194
H 0.70461 1.22122 -2.04103 0.199
H -4.36908 1.54783 -2.22749 0.200
H 5.90171 0.41645 -0.73790 0.224
H -1.32712 3.40805 0.69078 0.162
H -0.29228 2.37440 -2.94633 0.204
H -0.68799 4.67254 -2.01777 0.202
H -3.22121 1.82074 0.59004 0.174
H 0.01437 5.13545 -0.45871 0.208
H -2.12847 0.73587 -3.02660 0.213
H -0.97669 1.15242 -0.22766 0.198
H -0.58660 -3.21657 1.50961 0.441
H 1.51497 3.55756 -1.73538 0.205
H 2.44983 0.78409 -0.38724 0.217
H 1.88459 -2.22560 2.56774 0.242
H 5.54082 -2.07669 0.34648 0.212
H 5.21509 -0.63758 -1.96613 0.223
H -4.07617 3.10071 -0.31151 0.198
H -3.69028 -0.84521 -1.93274 0.207
H -3.00613 -0.42921 -0.34805 0.212
H -5.07824 0.87835 -0.74694 0.210
H -0.11093 -0.61096 -2.75760 0.193
H -2.37280 4.52133 -0.22189 0.200
```

multiplicity = 1
structure (SMILES) = Cc1cccc(OS(=O)(=O)NC(=O)OC[C@H]2CCCN3CCCC[C@H]23)c1
Kohn-Sham gap = 0.3357 hartree
E = -43141.665 eV
energy above the lowest of the compared OMol25 structures with the same formula, charge and spin = 8.7 kcal/mol